Molecular formula: C3HNO2
Method: DFT, the ωB97M-V functional and the def2-TZVPD basis

Computed properties:
Relative energy (zero: lowest compared OMol25 entry of this formula, charge and spin) (kJ/mol): 208.07
E_tot (eV): -8708.1885
Net charge: 0
LUMO energy (Eh): -0.05445
Spin multiplicity: 1
Highest occupied orbital energy (eV): -10.33
HOMO-LUMO gap (eV): 8.9

Cartesian coordinates (Å):
O -1.90 -1.19 -0.52
C -1.49 -0.17 -0.11
C 0.51 0.17 0.38
O -0.24 0.37 -0.66
C 1.91 0.22 0.10
N 3.07 0.11 0.14
H -1.87 0.50 0.67

=====

Molecular formula: C6H18N
Method: DFT, the ωB97M-V functional and the def2-TZVPD basis

Computed properties:
Relative energy (zero: lowest compared OMol25 entry of this formula, charge and spin) (kJ/mol): 98.41
E_tot (eV): -7996.6168
Net charge: +1
LUMO energy (Eh): -0.12144
Spin multiplicity: 1
Highest occupied orbital energy (eV): -14.78
HOMO-LUMO gap (eV): 11.5

Cartesian coordinates (Å):
C 1.66 -1.77 -0.29
C 1.88 -1.51 1.18
N 1.65 -0.45 -1.03
H 2.36 -2.48 -0.74
H 0.77 -2.38 -0.41
H 1.13 -0.96 1.74
H 2.94 -1.35 1.37
H 2.30 -0.40 -1.82
H 0.68 -0.09 -1.17
H 1.95 0.32 -0.41
H 1.96 -2.54 1.60
C -1.17 0.66 -0.11
C -2.05 0.33 1.11
C -1.98 1.10 -1.35
C -0.15 1.76 0.27
H -0.71 -0.29 -0.34
H -1.49 -0.37 1.74
H -2.74 0.31 -1.39
H -2.49 2.04 -1.19
H -1.44 1.16 -2.30
H 0.46 1.80 -0.64
H -0.55 2.74 0.49
H 0.46 1.48 1.15
H -2.96 -0.20 0.80
H -2.50 1.10 1.74

=====

Molecular formula: C15H17MoN6O4S
Method: DFT, the ωB97M-V functional and the def2-TZVPD basis

Computed properties:
E_tot (eV): -45621.0781
Net charge: +3
LUMO energy (alpha / beta) (Eh): -0.47425 / -0.47305
Spin multiplicity: 1
Highest occupied orbital energy (alpha / beta) (eV): -17.62 / -17.65
HOMO-LUMO gap (alpha / beta) (eV): 4.7 / 4.8

Cartesian coordinates (Å):
Mo 0.99 -0.77 0.29
N -0.10 -0.51 -3.88
C 0.09 -0.25 -2.61
S 1.74 -0.40 -1.94
N -0.84 0.22 -1.82
N -0.51 0.33 -0.55
C -1.08 1.27 0.21
C -2.31 1.94 -0.19
C -2.49 3.32 -0.02
C -3.64 3.91 -0.51
C -4.66 3.15 -1.09
C -4.46 1.80 -1.33
C -3.32 1.19 -0.86
C -0.24 1.62 1.34
C -0.61 2.48 2.38
C 0.35 2.91 3.30
C 1.65 2.44 3.17
C 1.94 1.51 2.18
N 1.03 1.08 1.29
H 0.66 -0.79 -4.48
H -1.02 -0.42 -4.31
H -1.71 3.94 0.40
H -3.72 4.99 -0.49
H -5.62 3.61 -1.32
H -5.24 1.21 -1.80
H -3.23 0.12 -0.91
H -1.63 2.80 2.48
H 0.07 3.59 4.09
H 2.43 2.77 3.85
H 2.94 1.10 2.09
C 2.55 -5.80 -0.86
O 1.54 -4.78 -0.80
C 1.76 -3.60 -0.37
O 0.84 -2.74 -0.42
N 2.98 -3.18 0.07
N 3.10 -1.86 0.57
H 2.03 -6.69 -1.21
H 2.99 -6.00 0.13
H 3.32 -5.53 -1.58
H 3.75 -3.83 0.25
H 3.93 -1.42 0.15
H 3.25 -1.90 1.59
O 0.81 -1.62 2.01
O -0.31 -1.21 1.49

=====

Molecular formula: C23H21FN2O4Tc
Method: DFT, the ωB97M-V functional and the def2-TZVPD basis

Computed properties:
E_tot (eV): -40249.5023
Net charge: +3
LUMO energy (Eh): -0.44042
Spin multiplicity: 1
Highest occupied orbital energy (eV): -16.92
HOMO-LUMO gap (eV): 4.9

Cartesian coordinates (Å):
Tc 0.02 0.54 0.01
C -1.48 5.22 5.42
C -0.55 4.10 5.87
C -1.08 3.44 7.15
C -0.11 2.38 7.64
C 0.12 1.38 6.56
C 0.42 0.07 6.87
C 0.57 -0.89 5.86
F 0.82 -2.14 6.18
C 0.45 -0.54 4.53
C 0.15 0.78 4.19
C -0.02 1.13 2.81
O 0.11 0.18 1.93
C -0.36 2.46 2.52
C -0.53 3.37 3.56
N -0.37 3.05 4.84
C -0.03 1.77 5.20
C -0.67 2.94 1.11
O -0.57 4.07 0.76
O -1.10 1.91 0.39
H -1.79 5.78 6.30
H -2.39 4.82 4.96
H -1.01 5.94 4.76
H 0.44 4.51 6.08
H -2.06 3.00 6.96
H -1.19 4.21 7.92
H -0.49 1.88 8.53
H 0.85 2.83 7.93
H 0.53 -0.25 7.90
H 0.56 -1.29 3.76
H -0.76 4.39 3.30
C 1.99 -1.35 -2.74
C 2.48 -0.67 -1.52
N 3.75 -0.70 -1.20
O 1.66 -0.06 -0.75
H 2.80 -1.62 -3.42
H 1.25 -0.75 -3.26
H 1.49 -2.27 -2.43
H 4.45 -1.15 -1.79
H 4.10 -0.27 -0.35
C -1.11 -0.94 -0.23
C -1.99 -1.95 -0.27
C -3.41 -1.72 -0.33
C -4.28 -2.77 -0.27
C -3.82 -4.08 -0.13
C -2.44 -4.33 -0.05
C -1.54 -3.31 -0.14
H -3.74 -0.70 -0.43
H -5.35 -2.59 -0.32
H -4.52 -4.90 -0.08
H -2.10 -5.35 0.08
H -0.48 -3.49 -0.07